No. 1
Formula: C40H62O32S
Source: the OMol25 dataset
Level of theory: wB97M-V/def2-TZVPD

Last column: Löwdin charge in e.
Cartesian coordinates (Å):
C 5.798 -0.390 -1.417  -0.085
O 4.504 -0.842 -1.954  -0.268
C 4.054 -2.103 -1.345  -0.127
C 2.448 -2.335 -1.745  -0.199
C 1.786 -1.392 -2.911  -0.129
O 0.725 -0.427 -2.471  -0.246
S 1.197 -0.242 -0.809  0.880
O 2.326 0.839 -0.661  -0.292
O -0.051 -0.121 0.098  -0.320
O 1.768 -1.859 -0.518  -0.246
H 6.280 -1.189 -0.700  0.110
H 5.651 0.667 -0.883  0.102
H 6.482 -0.152 -2.365  0.104
H 4.122 -2.140 -0.176  0.144
H 4.626 -3.005 -1.862  0.145
H 2.149 -3.442 -2.056  0.136
H 1.276 -2.075 -3.742  0.151
H 2.457 -0.693 -3.566  0.148
C -2.794 -2.393 0.854  0.002
C -2.728 -3.856 1.243  -0.342
C -1.333 -4.391 1.352  -0.103
O -1.518 -5.773 1.097  0.058
C -2.626 -5.871 0.299  -0.504
O -2.977 -6.888 -0.272  0.123
O -3.284 -4.675 0.226  0.087
H -3.816 -2.117 0.572  0.086
H -2.470 -1.752 1.680  0.076
H -2.163 -2.184 -0.016  0.086
H -3.302 -4.027 2.162  0.156
H -0.899 -4.236 2.344  0.140
H -0.649 -3.992 0.595  0.141
C -0.495 2.262 -1.658  -0.032
C -0.525 3.777 -1.657  -0.330
C -1.326 4.367 -0.536  -0.104
O -1.715 5.620 -1.070  0.059
C -1.761 5.462 -2.429  -0.509
O -2.236 6.274 -3.203  0.110
O -1.203 4.270 -2.801  0.092
H -0.095 1.887 -2.606  0.089
H 0.122 1.881 -0.838  0.039
H -1.502 1.845 -1.557  0.098
H 0.498 4.174 -1.677  0.167
H -0.738 4.501 0.376  0.147
H -2.232 3.799 -0.298  0.144
C -6.844 -1.504 -3.789  -0.019
C -6.111 -0.379 -3.087  -0.352
C -4.655 -0.653 -2.860  -0.113
O -4.368 0.153 -1.731  0.054
C -5.541 0.268 -1.033  -0.498
O -5.633 0.733 0.089  0.129
O -6.593 -0.210 -1.763  0.089
H -7.927 -1.354 -3.727  0.090
H -6.555 -1.564 -4.842  0.092
H -6.636 -2.470 -3.316  0.091
H -6.269 0.565 -3.623  0.163
H -4.035 -0.359 -3.712  0.146
H -4.439 -1.695 -2.602  0.141
C -7.161 2.630 2.061  -0.029
C -7.914 2.921 3.343  -0.353
C -7.193 3.849 4.272  -0.118
O -7.720 3.483 5.535  0.060
C -8.086 2.168 5.432  -0.507
O -8.405 1.465 6.375  0.128
O -8.042 1.749 4.132  0.086
H -7.617 1.787 1.531  0.083
H -7.157 3.502 1.401  0.094
H -6.123 2.345 2.266  0.086
H -8.924 3.281 3.112  0.161
H -7.399 4.902 4.058  0.143
H -6.109 3.694 4.294  0.142
C 10.333 0.630 -2.741  -0.021
C 10.856 0.024 -1.454  -0.354
C 11.386 -1.369 -1.613  -0.119
O 11.217 -1.906 -0.313  0.061
C 10.162 -1.237 0.246  -0.505
O 9.612 -1.559 1.284  0.135
O 9.806 -0.161 -0.518  0.083
H 9.762 1.541 -2.530  0.091
H 11.154 0.877 -3.421  0.090
H 9.651 -0.055 -3.254  0.086
H 11.597 0.691 -0.998  0.162
H 12.440 -1.387 -1.904  0.143
H 10.809 -1.981 -2.315  0.141
C 0.021 8.333 -2.598  -0.018
C 0.141 9.782 -3.027  -0.346
C 0.186 9.973 -4.512  -0.115
O 0.890 11.196 -4.639  0.059
C 1.699 11.289 -3.538  -0.507
O 2.584 12.115 -3.400  0.132
O 1.383 10.329 -2.617  0.084
H 0.216 8.234 -1.525  0.094
H -0.978 7.942 -2.813  0.065
H 0.758 7.705 -3.110  0.097
H -0.656 10.378 -2.565  0.163
H -0.810 10.053 -4.957  0.144
H 0.751 9.195 -5.038  0.142
C -4.581 -2.199 7.170  -0.015
C -3.914 -2.532 5.851  -0.351
C -2.806 -3.534 5.969  -0.113
O -1.993 -3.219 4.852  0.045
C -2.188 -1.887 4.598  -0.505
O -1.515 -1.225 3.829  0.126
O -3.239 -1.401 5.325  0.093
H -5.216 -1.313 7.065  0.093
H -5.193 -3.034 7.522  0.093
H -3.840 -1.962 7.941  0.091
H -4.666 -2.844 5.117  0.163
H -3.163 -4.566 5.907  0.145
H -2.203 -3.418 6.876  0.143
C 2.619 1.030 4.487  -0.016
C 3.286 0.696 3.168  -0.350
C 4.394 -0.306 3.285  -0.112
O 5.207 0.010 2.169  0.052
C 5.012 1.341 1.915  -0.504
O 5.685 2.003 1.146  0.123
O 3.961 1.828 2.642  0.089
H 1.984 1.915 4.382  0.090
H 2.007 0.194 4.839  0.090
H 3.360 1.266 5.258  0.088
H 2.534 0.385 2.433  0.154
H 4.037 -1.337 3.223  0.143
H 4.997 -0.190 4.193  0.142
C -0.599 -8.850 -2.297  -0.013
C 0.609 -8.153 -2.890  -0.349
C 1.804 -8.137 -1.986  -0.110
O 2.505 -6.989 -2.431  0.069
C 1.563 -6.141 -2.949  -0.482
O 1.773 -4.981 -3.256  0.106
O 0.355 -6.770 -3.075  0.096
H -1.494 -8.639 -2.893  0.095
H -0.448 -9.933 -2.258  0.093
H -0.806 -8.491 -1.283  0.082
H 0.847 -8.583 -3.871  0.162
H 2.423 -9.033 -2.092  0.145
H 1.553 -7.998 -0.929  0.145

Net charge   0
SMILES string   COC[C@@H]1COS(=O)(=O)O1.C[C@@H]1COC(=O)O1.C[C@@H]1COC(=O)O1.C[C@@H]1COC(=O)O1.C[C@@H]1COC(=O)O1.C[C@@H]1COC(=O)O1.C[C@@H]1COC(=O)O1.C[C@@H]1COC(=O)O1.C[C@@H]1COC(=O)O1.C[C@@H]1COC(=O)O1
HOMO   -9.66 eV
LUMO energy   0.1 eV

***

No. 2
Formula: C40H63Cl17FN2O6P
Source: the OMol25 dataset
Level of theory: wB97M-V/def2-TZVPD

Last column: Löwdin charge in e.
Cartesian coordinates (Å):
C -3.195 -2.016 0.696  0.041
C -1.985 -1.492 0.452  -0.128
C -1.413 -1.208 -0.952  -0.205
C -1.060 -2.666 -1.397  -0.098
C -0.922 -3.729 -0.348  -0.501
O -1.444 -4.777 -0.463  0.171
F -0.149 -3.540 0.720  0.097
C -2.340 -0.353 -1.930  -0.213
C -3.862 -0.546 -1.810  -0.070
C -4.690 0.516 -1.083  -0.343
C -4.304 0.880 0.348  -0.032
O -6.020 -0.052 -1.033  -0.121
C -7.034 0.841 -1.441  -0.177
C -7.432 1.781 -0.324  -0.207
C -7.806 1.203 0.894  -0.041
C -8.158 1.979 1.993  -0.078
C -8.143 3.371 1.867  -0.093
C -7.760 3.951 0.666  -0.086
C -7.414 3.166 -0.437  -0.037
C -2.010 -0.441 -3.455  -0.534
Cl -1.054 -1.745 -4.132  0.780
C -2.434 0.407 -4.395  -0.684
C -2.139 0.383 -5.862  -0.138
Cl -3.515 1.726 -4.034  0.822
C -1.709 1.037 -1.643  -0.459
O -2.184 2.102 -1.427  0.128
N -0.334 0.727 -1.756  0.048
C -0.164 -0.233 -0.600  -0.462
O -0.479 0.618 0.489  -0.130
C 0.556 0.992 1.392  -0.266
C 1.409 2.143 0.890  -0.231
N 2.301 2.597 1.956  -0.039
C 3.334 3.491 1.420  -0.203
C 4.535 3.446 2.384  -0.422
C 5.218 2.097 2.149  -0.075
O 5.436 4.510 2.133  -0.069
P 1.691 -0.694 -0.829  0.714
O 1.829 -2.299 -0.529  -0.408
Cl 2.012 -0.652 -2.884  0.271
H -3.743 -1.811 1.604  0.062
H -3.611 -2.710 -0.026  0.083
H -1.353 -1.449 1.331  0.058
H -1.834 -3.002 -2.073  0.103
H -0.159 -2.682 -2.003  0.059
H -4.286 -0.591 -2.810  0.108
H -4.140 -1.505 -1.388  0.103
H -4.781 1.450 -1.630  0.101
H -4.721 1.850 0.613  0.085
H -4.710 0.171 1.063  0.055
H -3.235 0.941 0.532  0.069
H -7.905 0.218 -1.652  0.130
H -6.806 1.368 -2.371  0.093
H -7.786 0.126 0.992  0.117
H -8.425 1.492 2.918  0.098
H -8.413 3.958 2.734  0.096
H -7.729 5.028 0.576  0.098
H -7.100 3.628 -1.363  0.110
H -3.056 0.126 -6.392  0.077
H -1.920 1.408 -6.162  0.073
H -1.296 -0.223 -6.160  0.046
H 0.237 1.560 -1.648  0.123
H 0.046 1.387 2.271  0.097
H 1.166 0.177 1.775  0.009
H 0.705 2.950 0.632  0.131
H 1.947 1.909 -0.026  0.075
H 1.747 3.166 2.585  0.120
H 2.958 4.511 1.264  0.102
H 3.709 3.126 0.465  0.113
H 4.117 3.481 3.396  0.134
H 4.493 1.446 1.675  0.020
H 5.546 1.628 3.070  0.079
H 6.023 2.251 1.437  0.060
H 4.913 5.300 1.949  -0.015
H 2.138 -2.734 -1.337  0.012
Cl 4.388 6.947 0.327  0.615
C 5.557 8.294 0.312  -0.633
C 5.158 9.407 1.246  -0.665
Cl 3.702 10.266 0.685  0.539
H 5.646 8.645 -0.713  0.069
H 6.517 7.882 0.620  0.079
H 5.960 10.141 1.301  0.073
H 4.962 9.033 2.248  0.069
Cl 5.303 0.514 -0.715  0.588
C 6.615 -0.598 -1.182  -0.633
C 6.558 -1.879 -0.392  -0.673
Cl 6.953 -1.630 1.329  0.549
H 7.561 -0.080 -1.046  0.071
H 6.491 -0.818 -2.241  0.073
H 7.282 -2.596 -0.775  -0.019
H 5.569 -2.330 -0.446  0.062
Cl 2.289 -1.234 3.320  0.610
C 2.488 -2.943 2.844  -0.668
C 2.396 -3.878 4.019  -0.660
Cl 3.783 -3.714 5.127  0.542
H 3.443 -3.034 2.335  0.049
H 1.697 -3.168 2.134  0.029
H 2.396 -4.907 3.663  0.015
H 1.488 -3.707 4.592  0.069
Cl 8.278 -4.807 -0.944  0.579
C 9.354 -4.866 0.478  -0.638
C 9.048 -6.046 1.365  -0.665
Cl 7.469 -5.884 2.173  0.543
H 9.249 -3.926 1.015  0.057
H 10.373 -4.940 0.104  0.074
H 9.802 -6.118 2.146  0.073
H 9.043 -6.975 0.801  0.066
Cl -7.565 2.063 -8.576  0.538
C -6.278 2.241 -7.355  -0.666
C -6.308 1.141 -6.327  -0.676
Cl -7.739 1.246 -5.269  0.560
H -6.388 3.219 -6.892  0.069
H -5.329 2.216 -7.888  0.070
H -5.433 1.221 -5.684  -0.003
H -6.310 0.160 -6.795  0.070
Cl 3.052 -5.068 0.184  0.615
C 2.730 -6.818 0.069  -0.632
C 2.108 -7.357 1.331  -0.646
Cl 3.249 -7.338 2.701  0.568
H 3.667 -7.317 -0.162  0.070
H 2.045 -6.963 -0.765  0.076
H 1.808 -8.392 1.178  0.074
H 1.231 -6.781 1.616  0.069
Cl -1.421 -0.501 3.708  0.646
C -2.449 -0.501 5.165  -0.632
C -3.916 -0.523 4.821  -0.656
Cl -4.457 0.997 4.064  0.566
H -2.188 0.372 5.757  0.070
H -2.194 -1.393 5.735  0.074
H -4.502 -0.653 5.729  0.072
H -4.150 -1.337 4.139  0.059

Net charge   0
SMILES string   C=C[C@@]1(CC(=O)F)[C@](C[C@H](C)OCc2ccccc2)(/C(Cl)=C(/C)Cl)C(=O)N[C@]1(OCCNC[C@@H](C)O)P(O)Cl.ClCCCl.ClCCCl.ClCCCl.ClCCCl.ClCCCl.ClCCCl.ClCCCl
HOMO   -8.80 eV
Relative energy (zero: lowest compared OMol25 entry of this formula, charge and spin)   0.0 kJ/mol
LUMO energy   0.2 eV